No. 1
Entry from OMol25: a molecular structure, C33H44N4P2Sr (wB97M-V/def2-TZVPD).

The HOMO-LUMO gap is 5.032 eV. The HOMO energy comes out at -0.235 hartree. As for the net charge: 0. The LUMO energy is -1.36 eV. As for the energy relative to the best compared isomer or geometry (same formula, charge and spin): 462.8 kJ/mol. Its spin multiplicity is 1.

Geometry as XYZ:
```
84
C33H44N4P2Sr (wB97M-V/def2-TZVPD)
Sr 0.041 1.807 0.820
C 2.318 -4.009 2.604
C 2.932 -3.418 1.555
C 2.111 -2.661 0.567
C 0.934 -1.932 1.254
C -0.391 -2.647 1.230
C -0.637 -3.938 1.477
C 0.359 -5.062 1.366
C 1.393 -5.172 2.504
C -1.386 2.465 3.055
H 2.535 -3.670 3.615
H 4.022 -3.451 1.355
H 1.708 -3.289 -0.241
H 2.771 -1.912 0.109
H 1.194 -1.602 2.284
H 0.847 -0.989 0.678
H -1.220 -1.934 1.042
H -1.657 -4.231 1.758
H 0.918 -4.956 0.421
H -0.215 -6.005 1.319
H 0.870 -5.366 3.447
H 1.969 -6.066 2.225
H -0.504 2.216 3.693
H -2.111 1.630 3.098
H -1.830 3.405 3.413
P -2.178 1.540 -0.917
P 1.033 1.545 -2.466
N -3.065 0.016 -0.951
N -3.618 2.689 -1.337
N 0.816 -0.183 -3.420
N 2.027 2.406 -3.661
C -1.665 1.324 -2.664
C -0.519 2.193 -3.180
C -3.877 -0.304 0.156
C -4.964 -1.037 -0.298
C -4.823 -1.185 -1.722
C -3.643 -0.571 -2.086
C -3.918 3.861 -0.642
C -4.739 4.666 -1.437
C -4.956 3.961 -2.671
C -4.337 2.719 -2.536
C 1.183 -1.368 -2.782
C 0.672 -2.478 -3.457
C -0.054 -1.968 -4.578
C 0.085 -0.574 -4.549
C 2.334 1.967 -4.961
C 2.957 3.002 -5.647
C 2.930 4.155 -4.787
C 2.308 3.786 -3.605
H -2.532 1.506 -3.316
H -1.416 0.257 -2.737
H -0.510 2.108 -4.280
H -0.608 3.263 -2.910
H -3.588 0.015 1.149
H -5.789 -1.404 0.297
H -5.506 -1.638 -2.424
H -3.155 -0.531 -3.050
H -3.524 4.026 0.356
H -5.137 5.641 -1.183
H -5.462 4.315 -3.562
H -4.356 1.877 -3.215
H 1.822 -1.344 -1.904
H 0.817 -3.523 -3.184
H -0.614 -2.550 -5.311
H -0.298 0.137 -5.271
H 2.065 0.965 -5.271
H 3.382 2.925 -6.639
H 3.335 5.132 -5.020
H 2.030 4.368 -2.733
C 4.039 0.033 4.647
C 2.620 0.336 5.158
C 2.187 -0.799 6.100
C 2.686 1.666 5.950
C 1.759 0.516 3.978
C 1.200 0.726 2.894
H 4.343 -0.981 4.918
H 4.778 0.724 5.065
H 4.097 0.137 3.560
H 2.952 -1.588 6.132
H 2.038 -0.472 7.138
H 1.256 -1.267 5.784
H 3.062 2.464 5.299
H 1.705 1.984 6.317
H 3.362 1.603 6.822
```



No. 2
Entry from OMol25: a molecular structure, C33H45BrN4O10P2Re (wB97M-V/def2-TZVPD).

The HOMO-LUMO gap (spin up / spin down) is 7.254 / 6.930 eV. The HOMO energy (spin up / spin down) comes out at -0.346 / -0.336 hartree. As for the net charge: +1. The LUMO energy (spin up / spin down) is -2.15 / -2.21 eV. As for the expectation value of S²: 2.007. Its spin multiplicity is 3.

Geometry as XYZ:
```
96
C33H45BrN4O10P2Re (wB97M-V/def2-TZVPD)
Re -0.047 0.461 -0.107
C 0.782 -0.991 6.023
C 0.574 -1.307 4.549
C 0.783 -2.780 4.230
O 1.528 -0.537 3.773
P 1.101 0.814 3.088
O 0.002 0.732 2.095
C 2.714 1.407 2.486
P 3.195 0.362 1.054
O 2.138 0.104 0.062
O 3.737 -0.993 1.621
C 4.964 -1.072 2.378
C 4.670 -1.779 3.691
C 5.989 -1.814 1.538
O 4.414 1.166 0.417
C 4.402 1.473 -0.998
C 5.035 0.335 -1.779
C 5.144 2.785 -1.185
O 0.640 1.763 4.272
C -0.479 2.668 4.140
C -1.490 2.361 5.235
C 0.042 4.097 4.221
H 0.061 -1.540 6.623
H 0.659 0.074 6.200
H 1.785 -1.275 6.332
H -0.437 -1.001 4.251
H 1.775 -3.092 4.543
H 0.689 -2.954 3.161
H 0.045 -3.378 4.762
H 3.446 1.333 3.286
H 2.648 2.446 2.170
H 5.319 -0.053 2.569
H 4.382 -2.808 3.498
H 3.858 -1.283 4.213
H 5.558 -1.771 4.316
H 5.598 -2.788 1.256
H 6.905 -1.946 2.105
H 6.205 -1.253 0.634
H 3.357 1.575 -1.307
H 6.076 0.214 -1.490
H 4.985 0.555 -2.842
H 4.495 -0.589 -1.588
H 6.172 2.682 -0.848
H 4.668 3.581 -0.621
H 5.144 3.051 -2.238
H -0.946 2.474 3.169
H -1.059 2.511 6.222
H -1.829 1.330 5.163
H -2.348 3.016 5.122
H 0.448 4.294 5.210
H -0.762 4.802 4.031
H 0.827 4.273 3.490
O 0.088 0.066 -2.067
C -0.009 0.830 -3.108
C -0.144 0.218 -4.375
C -0.298 0.955 -5.520
C -0.328 2.347 -5.459
C -0.156 2.980 -4.251
C 0.015 2.258 -3.061
C 0.213 2.950 -1.819
N 0.253 2.415 -0.593
C 0.475 3.438 0.281
C 0.587 4.606 -0.405
N 0.427 4.288 -1.720
H -0.160 -0.859 -4.403
H -0.413 0.458 -6.470
H -0.494 2.926 -6.352
H -0.185 4.060 -4.224
H 0.507 3.278 1.338
H 0.753 5.610 -0.077
H 0.439 4.932 -2.493
O -0.442 -1.571 0.600
N -1.635 -2.056 0.477
C -2.340 -2.327 1.590
C -3.595 -2.888 1.528
C -4.145 -3.185 0.289
C -3.410 -2.882 -0.849
C -2.162 -2.309 -0.733
H -1.855 -2.061 2.516
H -4.130 -3.083 2.444
H -5.122 -3.634 0.216
H -3.806 -3.088 -1.830
H -1.562 -2.007 -1.582
Br -6.394 -0.408 3.145
C -5.975 -0.054 1.323
C -6.953 -0.144 0.341
N -6.675 0.045 -0.935
C -5.435 0.315 -1.297
C -4.389 0.430 -0.384
C -4.675 0.252 0.964
C -2.964 0.592 -0.834
O -2.656 0.514 -2.012
O -2.128 0.731 0.135
H -7.981 -0.378 0.584
H -5.249 0.440 -2.354
H -3.883 0.342 1.692
```



No. 3
Entry from OMol25: 3 unconnected molecules or ions with the total composition C33H45BrNO13S (wB97M-V/def2-TZVPD).

The HOMO-LUMO gap is 6.032 eV. The HOMO energy comes out at -0.378 hartree. As for the net charge: +1. The LUMO energy is -4.24 eV. Its spin multiplicity is 1.

Geometry as XYZ:
```
94
C33H45BrNO13S (wB97M-V/def2-TZVPD)
C 4.208 -1.635 1.450
C 2.995 -1.085 0.542
C 3.324 -0.964 -1.013
C 2.338 0.060 -1.819
C 1.199 -0.748 -2.582
C -0.101 -1.203 -1.802
C -0.610 -0.768 -0.403
O 0.084 0.205 0.364
C -0.514 1.495 -0.065
C 0.421 2.762 0.234
O -0.103 3.665 1.234
C 0.252 3.197 2.567
C 1.790 3.455 2.976
C -1.911 -1.339 0.287
C -2.376 -0.901 1.752
O -3.180 -1.577 2.455
O -1.869 0.281 2.414
C -0.831 -0.259 3.317
C -2.705 -2.379 -0.587
C -4.063 -3.018 -0.056
C -5.165 -1.838 -0.044
C -5.460 -0.970 -1.322
C -6.515 0.194 -1.262
C -7.309 0.529 0.021
C -8.369 1.724 0.177
C -7.050 -0.343 1.287
C -6.010 -1.483 1.216
C -2.156 -2.747 -2.009
Br -3.199 -4.020 -3.148
N -0.933 -2.172 -2.539
S -0.520 -2.718 -4.193
H 4.365 -0.996 2.397
H 5.198 -1.600 0.877
H 4.004 -2.703 1.849
H 2.132 -1.850 0.674
H 2.620 -0.120 1.021
H 3.433 -1.971 -1.561
H 4.373 -0.474 -1.083
H 3.022 0.501 -2.645
H 2.014 0.954 -1.196
H 0.918 -0.136 -3.525
H 1.727 -1.689 -3.000
H -0.674 1.402 -1.197
H -1.527 1.701 0.419
H 0.467 3.374 -0.748
H 1.510 2.429 0.423
H -0.422 3.759 3.306
H -0.023 2.089 2.614
H 1.926 4.386 3.620
H 2.418 3.619 2.025
H 2.175 2.490 3.449
H -0.780 -1.404 3.309
H -1.057 0.048 4.397
H 0.227 0.098 3.031
H -4.468 -3.886 -0.670
H -3.891 -3.437 1.007
H -4.932 -1.146 -2.318
H -6.701 0.846 -2.189
H -7.998 2.603 -0.447
H -8.334 2.045 1.288
H -9.446 1.415 -0.026
H -7.603 -0.164 2.271
H -5.791 -2.106 2.157
H 0.425 -3.731 -4.089
C 0.941 1.724 7.937
C 1.799 2.479 6.967
O 2.347 1.450 6.155
C 1.502 0.386 6.232
O 1.577 -0.588 5.539
O 0.560 0.572 7.197
H 0.064 2.293 8.249
H 1.493 1.406 8.826
H 1.219 3.158 6.334
H 2.589 3.046 7.462
C 4.916 4.063 -0.217
C 5.710 3.275 -1.213
O 6.095 2.123 -0.476
C 5.194 1.972 0.534
O 5.129 1.007 1.241
O 4.379 3.058 0.633
H 4.119 4.644 -0.684
H 5.541 4.734 0.380
H 5.110 2.960 -2.073
H 6.586 3.817 -1.572
C 1.557 -3.412 -8.601
C 0.580 -4.467 -9.016
O 0.054 -4.919 -7.773
C 0.223 -3.917 -6.882
O -0.264 -3.905 -5.771
O 1.003 -2.929 -7.382
H 1.642 -2.609 -9.334
H 2.552 -3.817 -8.400
H -0.239 -4.066 -9.621
H 1.054 -5.284 -9.559
```



No. 4
Entry from OMol25: a molecular structure, C33H45CaN3O8SSi (wB97M-V/def2-TZVPD).

The HOMO-LUMO gap is 6.500 eV. The HOMO energy comes out at -0.090 hartree. As for the net charge: -2. The LUMO energy is 4.04 eV. As for the energy relative to the best compared isomer or geometry (same formula, charge and spin): 48.6 kJ/mol. Its spin multiplicity is 1.

Geometry as XYZ:
```
92
C33H45CaN3O8SSi (wB97M-V/def2-TZVPD)
Ca -0.024 0.371 0.184
C 3.765 -0.549 2.922
C 4.934 -0.298 2.207
C 4.847 -0.032 0.852
C 3.595 -0.020 0.215
C 2.386 -0.238 0.899
C 2.538 -0.504 2.275
C 3.526 0.200 -1.261
C 4.685 -0.005 -2.082
C 4.597 0.100 -3.431
C 3.351 0.416 -4.027
C 3.166 0.504 -5.425
C 1.930 0.782 -5.937
C 0.837 0.990 -5.067
C 0.987 0.921 -3.708
C 2.260 0.621 -3.157
N 2.367 0.516 -1.799
H 3.813 -0.762 3.985
H 5.899 -0.297 2.703
H 5.763 0.193 0.316
H 1.650 -0.676 2.880
H 5.619 -0.286 -1.620
H 5.462 -0.073 -4.062
H 4.019 0.341 -6.076
H 1.780 0.845 -7.008
H -0.138 1.209 -5.484
H 0.161 1.094 -3.018
O -1.543 1.136 4.050
C -1.123 0.725 2.975
O -0.535 1.420 2.069
C -1.308 -0.811 2.612
O -1.528 -1.623 3.503
O -1.181 -1.083 1.359
C -4.606 0.891 -4.612
C -3.818 0.143 -3.540
C -2.468 -0.307 -4.089
C -4.602 -1.060 -3.028
O -3.655 1.013 -2.429
Si -2.438 2.068 -2.046
O -1.112 1.393 -1.533
O -3.129 3.135 -0.992
C -3.977 2.885 0.132
C -5.423 2.960 -0.354
C -3.683 3.993 1.136
C -3.687 1.530 0.765
O -2.192 2.955 -3.444
C -1.623 4.256 -3.548
C -2.717 5.295 -3.310
C -1.094 4.372 -4.974
C -0.480 4.443 -2.552
H -4.789 0.249 -5.480
H -4.049 1.773 -4.930
H -5.568 1.215 -4.208
H -2.607 -0.993 -4.930
H -1.893 -0.824 -3.321
H -1.905 0.560 -4.439
H -4.815 -1.764 -3.837
H -5.545 -0.726 -2.591
H -4.023 -1.576 -2.261
H -5.626 3.949 -0.775
H -6.117 2.783 0.472
H -5.591 2.210 -1.128
H -3.856 4.969 0.674
H -2.644 3.927 1.461
H -4.323 3.897 2.016
H -3.887 0.714 0.071
H -4.312 1.388 1.650
H -2.648 1.482 1.091
H -3.512 5.171 -4.050
H -2.311 6.308 -3.399
H -3.143 5.165 -2.317
H -1.900 4.158 -5.680
H -0.291 3.652 -5.133
H -0.709 5.375 -5.173
H -0.839 4.361 -1.526
H -0.026 5.430 -2.682
H 0.283 3.678 -2.703
C -0.161 -4.033 0.477
N 0.612 -3.806 -0.733
C 2.018 -3.415 -0.677
C 2.312 -2.965 -2.120
N 1.076 -3.302 -2.826
C 0.079 -3.627 -1.941
S -1.534 -3.781 -2.346
H 0.540 -4.213 1.291
H -0.797 -4.909 0.347
H -0.783 -3.168 0.729
H 2.634 -4.272 -0.386
H 2.159 -2.612 0.049
H 3.164 -3.501 -2.541
H 2.515 -1.895 -2.175
H 0.782 -2.769 -3.628
```



No. 5
Entry from OMol25: a molecular structure, C33H45FeN3O2PSeSi (wB97M-V/def2-TZVPD).

The HOMO-LUMO gap (spin up / spin down) is 7.712 / 7.992 eV. The HOMO energy (spin up / spin down) comes out at -0.365 / -0.382 hartree. As for the net charge: +1. The LUMO energy (spin up / spin down) is -2.21 / -2.39 eV. As for the expectation value of S²: 6.018. As for the energy relative to the best compared isomer or geometry (same formula, charge and spin): 0.0 kJ/mol. Its spin multiplicity is 5.

Geometry as XYZ:
```
87
C33H45FeN3O2PSeSi (wB97M-V/def2-TZVPD)
Fe -0.267 -0.319 0.128
C -4.533 2.442 0.707
C -3.488 1.709 -0.131
C -3.640 0.206 0.063
C -2.096 2.233 0.234
C -1.916 3.707 -0.160
O -0.906 3.682 -1.202
C -0.452 2.433 -1.276
N -1.002 1.561 -0.514
C 0.615 2.227 -2.285
C 0.499 2.951 -3.466
C 1.435 2.796 -4.479
C 2.500 1.932 -4.303
C 2.639 1.230 -3.112
C 1.705 1.363 -2.092
P 1.909 0.475 -0.511
C 3.323 -0.621 -0.757
C 4.625 -0.268 -0.418
C 5.665 -1.156 -0.652
C 5.411 -2.390 -1.231
C 4.113 -2.746 -1.573
C 3.071 -1.867 -1.329
C 2.461 1.757 0.649
C 2.726 3.067 0.260
C 3.127 4.006 1.202
C 3.277 3.637 2.529
C 3.023 2.328 2.919
C 2.608 1.392 1.987
H -5.534 2.085 0.467
H -4.529 3.522 0.554
H -4.362 2.251 1.769
H -3.648 1.941 -1.193
H -3.450 -0.081 1.099
H -2.959 -0.364 -0.571
H -4.656 -0.098 -0.195
H -1.913 2.064 1.299
H -1.545 4.345 0.641
H -2.809 4.148 -0.598
H -0.330 3.633 -3.590
H 1.329 3.356 -5.398
H 3.238 1.810 -5.084
H 3.490 0.577 -2.976
H 4.829 0.696 0.033
H 6.675 -0.881 -0.381
H 6.225 -3.079 -1.413
H 3.914 -3.711 -2.019
H 2.053 -2.150 -1.576
H 2.631 3.364 -0.776
H 3.330 5.022 0.892
H 3.595 4.367 3.261
H 3.144 2.038 3.954
H 2.387 0.379 2.301
C -2.476 -1.198 -3.328
N -2.381 -2.462 -2.616
C -3.148 -3.568 -3.177
C -3.384 -4.627 -2.122
C -2.053 -5.005 -1.509
N -1.380 -3.814 -1.001
C -0.404 -4.023 0.060
C -1.518 -2.615 -1.592
O -0.852 -1.615 -1.199
H -3.504 -0.834 -3.297
H -2.186 -1.337 -4.371
H -1.822 -0.462 -2.872
H -2.614 -3.987 -4.037
H -4.090 -3.161 -3.544
H -3.859 -5.501 -2.567
H -4.048 -4.239 -1.347
H -1.416 -5.511 -2.243
H -2.186 -5.686 -0.669
H -0.848 -4.667 0.818
H -0.133 -3.087 0.535
H 0.494 -4.510 -0.331
C -1.573 -1.158 5.465
Si -0.302 -0.167 4.532
C -0.603 1.669 4.696
C 1.434 -0.621 5.051
Se -0.544 -0.727 2.349
H -1.520 -0.934 6.532
H -1.412 -2.228 5.333
H -2.578 -0.918 5.115
H -0.445 2.010 5.721
H -1.631 1.907 4.416
H 0.069 2.225 4.040
H 1.561 -0.516 6.130
H 2.165 0.022 4.561
H 1.654 -1.655 4.781
```